Entry 1:
ORCA calculation (the ωB97M-V functional and the def2-TZVPD basis) on a molecular structure, C12H16N3O3Pd.

The LUMO energy comes out at 3.061 eV. Its molar mass is 356.70 Da. Its total energy is -984.8154 a.u. Its net charge is -1. The HOMO-LUMO gap is 7.29 eV.

Each line ends with the Löwdin charge.
Geometry (Å):
Pd 0.22721 0.43978 0.87181  0.6592
O 4.24692 1.89184 1.23605  -0.0266
C 3.05459 1.58647 1.09720  -0.6594
O 2.47953 0.48449 1.27980  -0.1212
C 2.13228 2.73018 0.63618  -0.1744
C 2.59890 4.03756 0.55456  -0.0133
C 1.73912 5.03981 0.15704  -0.0823
C 0.43049 4.70833 -0.16822  -0.0857
C 0.04279 3.38627 -0.06872  -0.1382
N 0.87063 2.41349 0.33322  -0.0096
H 3.63512 4.20631 0.81066  0.1103
H 2.07811 6.06753 0.09919  0.0970
H -0.28200 5.45555 -0.49147  0.0921
H -0.96248 3.07184 -0.31645  0.0933
C -3.02910 0.20739 0.61702  -0.1263
C -1.62516 -0.20581 0.91557  -0.5699
N -1.04729 -1.14412 1.42738  -0.0228
H -3.06308 0.97637 -0.15250  0.0491
H -3.48257 0.61462 1.52263  0.0634
H -3.62843 -0.64685 0.29213  0.0567
C -1.37130 -3.84086 -0.04635  -0.0919
N -0.08927 -3.35984 -0.51909  -0.1577
C 1.07109 -3.52293 0.34829  -0.0548
C -0.00104 -2.38307 -1.46682  -0.5519
C -1.28737 -1.99856 -2.16524  -0.0108
O 1.06161 -1.85790 -1.74605  0.0274
H -1.19319 -4.64361 0.66761  0.0784
H -1.96229 -4.25081 -0.86745  0.0759
H -1.93803 -3.06123 0.47058  0.0520
H 0.96729 -4.45514 0.90378  0.0744
H 1.15040 -2.68600 1.04595  0.0751
H 1.97369 -3.55810 -0.25593  0.0813
H -1.67225 -2.83616 -2.75212  0.0766
H -1.07109 -1.15907 -2.82330  0.0814
H -2.05383 -1.70776 -1.44687  0.0533

***

Entry 2:
ORCA calculation (the ωB97M-V functional and the def2-TZVPD basis) on 2 unconnected molecules or ions with the total composition C6H14N2S.

The LUMO energy comes out at 0.280 eV. Its molar mass is 146.26 Da. Its total energy is -744.5517 a.u. Its net charge is 0. The calculation puts the energy relative to the best compared isomer or geometry (same formula, charge and spin) at 64.1 kcal/mol. The HOMO-LUMO gap is 8.22 eV.

Each line ends with the Löwdin charge.
Geometry (Å):
C -4.05891 0.51802 0.28531  0.0110
C -0.03529 -1.03255 -0.11416  -0.6901
C 1.42782 0.75505 -0.98123  -0.0298
C 2.46350 -1.52563 -0.48654  -0.0871
C 1.53179 0.03903 1.46640  -0.0600
C 1.35484 -0.52307 0.02313  -0.6081
N -2.93543 1.23331 0.35754  -0.2110
N -1.92253 1.38641 -0.43899  -0.0094
S -0.52744 -2.36369 -0.83139  0.7169
H -4.50435 0.22135 -0.67717  0.0792
H -4.73309 0.52240 1.03669  0.0094
H -0.80771 -0.30133 0.27560  0.0406
H 1.57863 0.55136 -2.04562  0.0832
H 2.35081 1.26619 -0.50509  0.1071
H 0.62918 1.41027 -0.89424  0.0172
H 2.02233 -1.78339 -1.45750  0.0433
H 3.40542 -1.10196 -0.67112  0.0424
H 2.78961 -2.44675 0.15611  0.1158
H 0.80924 0.76755 1.64009  0.0415
H 2.46497 0.62173 1.64313  0.0948
H 1.31122 -0.72009 2.23486  0.0911
H -2.75457 1.81254 1.18279  0.1556
H -1.86007 0.69326 -1.19860  0.0467

***

Entry 3:
ORCA calculation (the ωB97M-V functional and the def2-TZVPD basis) on a molecular structure, C4H8N.

The LUMO energy (spin up / spin down) comes out at -7.063 / -5.503 eV. Its molar mass is 70.11 Da. Its total energy is -211.4774 a.u. Its net charge is +1. The calculation puts the energy relative to the best compared isomer or geometry (same formula, charge and spin) at 121.6 kcal/mol. The HOMO-LUMO gap (spin up / spin down) is 8.30 / 9.57 eV.

Each line ends with the Löwdin charge.
Geometry (Å):
C 1.75083 0.17861 -0.25057  0.0749
C 0.88534 1.13474 0.13092  0.0238
C 0.77083 -0.89239 -0.01934  -0.0950
C -1.55608 0.17691 -0.23853  -0.0803
N -0.19379 0.25901 0.22046  -0.1307
H 2.78098 0.05411 -0.42124  0.1248
H 1.01084 2.19310 0.17449  0.1408
H 0.50863 -1.45317 -0.95253  0.1612
H 0.81233 -1.42735 0.92431  0.1094
H -1.67551 0.22528 -1.39606  0.1378
H -2.06247 -0.78634 -0.00438  0.1024
H -2.29574 1.05081 -0.02131  0.1397
H -0.73619 -0.71331 1.85378  0.2911

***

What did the first record say?
ORCA calculation (the ωB97M-V functional and the def2-TZVPD basis) on a molecular structure, C12H16N3O3Pd.

The LUMO energy comes out at 3.061 eV. Its molar mass is 356.70 Da. Its total energy is -984.8154 a.u. Its net charge is -1. The HOMO-LUMO gap is 7.29 eV.

Each line ends with the Löwdin charge.
Geometry (Å):
Pd 0.22721 0.43978 0.87181  0.6592
O 4.24692 1.89184 1.23605  -0.0266
C 3.05459 1.58647 1.09720  -0.6594
O 2.47953 0.48449 1.27980  -0.1212
C 2.13228 2.73018 0.63618  -0.1744
C 2.59890 4.03756 0.55456  -0.0133
C 1.73912 5.03981 0.15704  -0.0823
C 0.43049 4.70833 -0.16822  -0.0857
C 0.04279 3.38627 -0.06872  -0.1382
N 0.87063 2.41349 0.33322  -0.0096
H 3.63512 4.20631 0.81066  0.1103
H 2.07811 6.06753 0.09919  0.0970
H -0.28200 5.45555 -0.49147  0.0921
H -0.96248 3.07184 -0.31645  0.0933
C -3.02910 0.20739 0.61702  -0.1263
C -1.62516 -0.20581 0.91557  -0.5699
N -1.04729 -1.14412 1.42738  -0.0228
H -3.06308 0.97637 -0.15250  0.0491
H -3.48257 0.61462 1.52263  0.0634
H -3.62843 -0.64685 0.29213  0.0567
C -1.37130 -3.84086 -0.04635  -0.0919
N -0.08927 -3.35984 -0.51909  -0.1577
C 1.07109 -3.52293 0.34829  -0.0548
C -0.00104 -2.38307 -1.46682  -0.5519
C -1.28737 -1.99856 -2.16524  -0.0108
O 1.06161 -1.85790 -1.74605  0.0274
H -1.19319 -4.64361 0.66761  0.0784
H -1.96229 -4.25081 -0.86745  0.0759
H -1.93803 -3.06123 0.47058  0.0520
H 0.96729 -4.45514 0.90378  0.0744
H 1.15040 -2.68600 1.04595  0.0751
H 1.97369 -3.55810 -0.25593  0.0813
H -1.67225 -2.83616 -2.75212  0.0766
H -1.07109 -1.15907 -2.82330  0.0814
H -2.05383 -1.70776 -1.44687  0.0533